1.
Formula: C23H56N3O8
Source: the OMol25 dataset
Level of theory: ωB97M-V/def2-TZVPD

Geometry as ORCA input:
```
! RIJCOSX wB97M-V def2-TZVPD def2/J DEFGRID3
* xyz 1 1
C 6.860 1.145 -2.049
C 6.060 1.297 -3.471
C 5.304 2.733 -3.699
N 4.575 3.278 -2.492
N 3.356 2.656 -2.276
C 3.036 1.370 -1.916
C 1.469 0.910 -1.782
N 1.383 -0.178 -2.874
C 0.806 2.297 -2.369
C 2.021 3.395 -2.427
H 7.302 2.186 -1.713
H 7.716 0.346 -2.216
H 6.133 0.753 -1.199
H 5.235 0.438 -3.496
H 6.800 1.027 -4.367
H 4.470 2.550 -4.533
H 6.056 3.499 -4.164
H 5.170 3.323 -1.636
H 3.900 0.590 -1.735
H 1.090 0.466 -0.764
H 1.300 0.261 -3.817
H 0.578 -0.821 -2.692
H 0.416 2.273 -3.489
H -0.183 2.641 -1.801
H 1.961 4.310 -3.158
H 1.934 3.902 -1.352
C -0.846 -3.365 3.235
O -2.013 -2.551 3.288
C -1.716 -1.203 3.671
C -1.713 -0.268 2.458
O -0.625 -0.565 1.577
C -1.043 -1.311 0.439
H -1.103 -4.299 2.729
H -0.037 -2.881 2.681
H -0.512 -3.597 4.250
H -0.764 -1.152 4.212
H -2.508 -0.887 4.358
H -1.568 0.760 2.808
H -2.671 -0.310 1.926
H -1.581 -0.656 -0.254
H -1.678 -2.155 0.715
H -0.152 -1.697 -0.066
C -5.330 -1.044 2.973
O -5.689 0.278 2.586
C -6.385 0.306 1.334
C -7.892 0.481 1.540
O -8.467 -0.670 2.166
C -8.707 -0.465 3.554
H -5.012 -1.021 4.018
H -6.171 -1.738 2.880
H -4.494 -1.394 2.359
H -6.168 -0.594 0.747
H -6.002 1.168 0.778
H -8.371 0.584 0.560
H -8.109 1.389 2.116
H -9.575 0.188 3.686
H -7.840 -0.031 4.057
H -8.925 -1.434 4.012
C -9.018 -7.181 4.543
O -8.725 -6.092 5.412
C -7.320 -5.832 5.501
C -6.925 -4.621 4.650
O -7.082 -4.894 3.254
C -8.269 -4.316 2.723
H -10.093 -7.183 4.345
H -8.490 -7.092 3.588
H -8.748 -8.124 5.027
H -6.740 -6.719 5.218
H -7.104 -5.611 6.551
H -5.863 -4.407 4.815
H -7.495 -3.731 4.942
H -8.139 -3.235 2.618
H -9.139 -4.522 3.351
H -8.447 -4.744 1.732
C 11.683 4.964 -6.325
O 11.616 5.345 -4.955
C 10.339 5.889 -4.605
C 9.485 4.863 -3.855
O 9.114 3.774 -4.706
C 9.909 2.616 -4.477
H 12.584 4.362 -6.470
H 10.816 4.369 -6.624
H 11.752 5.857 -6.953
H 9.817 6.262 -5.494
H 10.526 6.742 -3.944
H 8.556 5.346 -3.533
H 10.002 4.500 -2.958
H 9.607 2.141 -3.539
H 10.974 2.853 -4.441
H 9.737 1.912 -5.296
*
```

Frontier orbital gap (eV): 5.827
Largest force on an atom (Eh/bohr): 0.118
LUMO (eV): -4.4


2.
Formula: C23H57N9O15Zn2
Source: the OMol25 dataset
Level of theory: ωB97M-V/def2-TZVPD

Geometry as ORCA input:
```
! RIJCOSX wB97M-V def2-TZVPD def2/J DEFGRID3
* xyz 0 1
Zn 5.556 4.656 -8.985
Zn 3.442 6.101 -7.208
C 4.682 7.070 -9.137
O 5.855 6.652 -9.201
O 4.377 7.621 -8.069
O 3.993 6.010 -9.196
C 4.223 3.742 -7.072
O 4.561 3.204 -8.133
O 3.069 4.136 -6.928
O 4.946 4.736 -6.982
C 2.979 10.346 -5.647
O 3.652 9.674 -4.863
N 2.145 11.248 -5.323
N 2.976 10.232 -6.949
H 1.839 11.836 -6.086
H 2.240 11.526 -4.357
H 2.504 10.848 -7.596
H 3.530 9.499 -7.367
C 7.195 7.155 -12.618
O 7.085 5.980 -12.671
N 7.136 7.784 -11.447
N 7.380 7.986 -13.670
H 7.357 8.770 -11.443
H 7.001 7.302 -10.570
H 7.454 7.571 -14.588
H 7.102 8.939 -13.482
C 7.416 9.427 -6.925
O 8.286 9.969 -6.276
N 6.196 9.209 -6.410
N 7.607 8.834 -8.094
H 5.607 8.660 -7.020
H 5.797 9.560 -5.551
H 6.833 8.341 -8.517
H 8.534 8.827 -8.494
C -3.165 7.778 -6.728
O -2.640 7.999 -8.016
C -3.286 7.434 -9.141
C -2.846 8.134 -10.399
N -1.454 7.904 -10.587
C -0.949 8.694 -11.649
C 0.593 8.536 -11.778
O 0.976 7.290 -12.293
C 2.400 6.990 -12.248
H -3.135 6.710 -6.510
H -4.190 8.137 -6.633
H -2.602 8.325 -5.972
H -4.352 7.624 -9.022
H -3.277 6.362 -9.343
H -3.078 9.189 -10.257
H -3.446 7.836 -11.259
H -0.947 8.064 -9.728
H -1.332 9.711 -11.567
H -1.412 8.352 -12.575
H 0.956 8.692 -10.762
H 0.937 9.351 -12.415
H 2.633 5.970 -12.553
H 3.052 7.266 -11.420
H 2.802 7.478 -13.137
C 9.694 14.085 -9.861
O 9.698 12.776 -9.461
C 10.107 11.797 -10.434
C 9.128 11.612 -11.611
N 7.959 10.756 -11.374
C 7.122 11.367 -10.363
C 5.790 10.709 -10.109
O 4.980 10.815 -11.264
C 3.691 10.295 -10.980
H 8.758 14.310 -10.372
H 10.478 14.314 -10.582
H 9.811 14.735 -8.993
H 10.164 10.865 -9.871
H 11.106 12.130 -10.713
H 9.744 11.065 -12.324
H 8.851 12.498 -12.181
H 7.299 10.929 -12.118
H 6.917 12.415 -10.580
H 7.670 11.271 -9.425
H 5.373 11.175 -9.216
H 5.873 9.652 -9.855
H 3.331 10.357 -9.953
H 3.616 9.207 -11.001
H 2.961 10.826 -11.590
C 8.332 5.021 -7.701
O 7.516 4.258 -8.488
C 8.211 3.806 -9.742
C 7.119 3.037 -10.503
N 6.048 3.976 -10.895
C 4.895 3.268 -11.459
C 5.109 2.860 -12.946
O 6.072 1.838 -13.076
C 6.572 1.679 -14.371
H 9.188 4.557 -7.210
H 7.802 5.277 -6.784
H 8.723 5.966 -8.079
H 9.034 3.169 -9.418
H 8.615 4.605 -10.364
H 6.779 2.114 -10.033
H 7.468 2.806 -11.509
H 6.354 4.566 -11.654
H 4.029 3.929 -11.437
H 4.731 2.413 -10.802
H 5.359 3.764 -13.501
H 4.179 2.570 -13.435
H 7.252 2.436 -14.760
H 5.813 1.489 -15.130
H 7.263 0.837 -14.322
*
```

Frontier orbital gap (eV): 7.454
Largest force on an atom (Eh/bohr): 0.227
LUMO (eV): -1.1


3.
Formula: C23H58BI2NO19P2S4Si2
Source: the OMol25 dataset
Level of theory: ωB97M-V/def2-TZVPD

Geometry as ORCA input:
```
! RIJCOSX wB97M-V def2-TZVPD def2/J DEFGRID3
* xyz 0 1
C 0.030 -3.313 1.229
C -0.157 -3.233 -0.298
C -0.525 -1.839 -0.824
C 0.618 -1.059 -1.503
O 1.876 -1.730 -1.453
Si 2.977 -1.088 -0.396
O 2.084 -0.873 0.975
Si 2.558 -0.063 2.347
C 0.961 0.206 3.341
C 0.917 1.576 4.022
C -0.285 1.626 5.009
C -1.015 2.938 5.030
O -2.216 3.028 5.209
O -0.226 4.044 4.848
P 3.779 -1.431 3.707
O 3.947 -2.792 3.127
B 3.362 1.762 2.099
N 2.802 2.717 1.139
O 4.444 2.164 2.825
P 3.502 0.829 -1.482
O 4.697 1.617 -1.060
C 4.277 -2.412 -0.326
I 3.762 -4.300 -1.154
C 5.488 -2.307 0.210
C 6.559 -3.336 0.305
I 6.007 -0.438 1.016
H -0.514 -2.503 1.702
H 1.070 -3.297 1.526
H -0.428 -4.226 1.590
H 0.688 -3.662 -0.818
H -1.006 -3.873 -0.515
H -1.338 -1.959 -1.527
H -0.922 -1.234 -0.016
H 0.372 -0.922 -2.553
H 0.653 -0.056 -1.082
H 0.106 0.110 2.680
H 0.858 -0.545 4.122
H 0.757 2.364 3.300
H 1.810 1.744 4.614
H 0.032 1.342 6.006
H -1.008 0.892 4.680
H -0.626 4.584 4.162
H 5.001 -0.795 4.056
H 3.106 -1.505 4.953
H 2.248 3.410 1.633
H 3.593 3.211 0.735
H 4.824 1.456 3.348
H 3.589 0.426 -2.832
H 2.328 1.608 -1.414
H 7.049 -3.459 -0.654
H 7.328 -3.003 0.990
H 6.170 -4.269 0.689
O -4.842 -2.201 -4.194
S -4.423 -1.086 -3.402
O -3.704 -1.303 -2.186
O -5.675 -0.158 -3.123
C -6.847 -0.761 -2.524
C -6.665 -1.064 -1.050
C -3.521 0.047 -4.400
H -7.122 -1.655 -3.086
H -7.639 -0.030 -2.662
H -5.914 -1.835 -0.889
H -7.606 -1.414 -0.627
H -6.345 -0.173 -0.512
H -4.074 0.233 -5.317
H -2.563 -0.418 -4.621
H -3.371 0.965 -3.839
O -7.567 4.275 6.339
S -6.940 4.855 7.485
O -7.113 6.246 7.768
O -5.394 4.507 7.455
C -4.641 4.861 6.269
C -4.383 6.352 6.168
C -7.351 3.927 8.921
H -5.155 4.483 5.384
H -3.702 4.329 6.351
H -5.305 6.913 6.025
H -3.728 6.556 5.320
H -3.911 6.722 7.078
H -7.199 2.871 8.718
H -8.397 4.126 9.139
H -6.727 4.263 9.745
O -7.875 -0.722 -8.263
S -7.664 -1.953 -8.961
O -8.287 -3.153 -8.500
O -6.102 -2.189 -9.115
C -5.297 -2.171 -7.913
C -5.455 -3.412 -7.063
C -8.027 -1.741 -10.668
H -5.524 -1.268 -7.342
H -4.270 -2.087 -8.265
H -6.459 -3.489 -6.651
H -4.754 -3.383 -6.234
H -5.272 -4.309 -7.656
H -7.536 -0.842 -11.028
H -9.107 -1.644 -10.752
H -7.687 -2.619 -11.209
O 9.649 -1.472 -2.363
S 10.684 -1.541 -1.379
O 10.425 -2.150 -0.112
O 11.277 -0.084 -1.156
C 10.347 0.967 -0.808
C 9.858 0.860 0.621
C 12.126 -2.265 -2.077
H 9.515 0.965 -1.515
H 10.896 1.895 -0.953
H 9.261 -0.038 0.764
H 9.238 1.722 0.870
H 10.697 0.813 1.316
H 12.338 -1.787 -3.029
H 11.913 -3.321 -2.221
H 12.952 -2.141 -1.382
*
```

Frontier orbital gap (eV): 8.555
Largest force on an atom (Eh/bohr): 0.037
LUMO (eV): -0.2


4.
Formula: C23H58Cl6O20P4
Source: the OMol25 dataset
Level of theory: ωB97M-V/def2-TZVPD

Geometry as ORCA input:
```
! RIJCOSX wB97M-V def2-TZVPD def2/J DEFGRID3
* xyz 0 1
C -3.143 -0.331 3.215
O -1.982 -0.754 3.933
P -1.676 -0.118 5.336
O -1.776 1.343 5.364
O -2.643 -0.902 6.317
C -3.467 -0.186 7.258
O -0.287 -0.747 5.727
C 0.881 0.066 5.610
H -3.923 -1.083 3.281
H -2.815 -0.146 2.197
H -3.486 0.629 3.609
H -4.512 -0.388 7.000
H -3.368 0.893 7.168
H -3.285 -0.589 8.248
H 1.593 -0.290 6.357
H 0.710 1.111 5.872
H 1.351 -0.018 4.633
C -1.561 2.946 -4.021
O -0.765 2.711 -5.199
P 0.707 3.282 -5.336
O 1.278 3.204 -6.669
O 0.613 4.740 -4.725
C 0.303 5.840 -5.606
O 1.460 2.489 -4.210
C 2.731 1.840 -4.380
H -1.264 3.838 -3.468
H -1.507 2.104 -3.335
H -2.570 3.164 -4.365
H -0.045 5.483 -6.571
H 1.179 6.476 -5.694
H -0.486 6.404 -5.110
H 3.015 1.777 -5.428
H 2.603 0.806 -4.054
H 3.431 2.314 -3.697
C -0.477 1.755 2.231
O -1.130 1.889 0.952
P -1.076 3.293 0.241
O -1.912 3.319 -0.960
O 0.446 3.571 0.035
C 0.892 4.663 -0.813
O -1.438 4.360 1.352
C -2.801 4.573 1.705
H 0.187 0.894 2.186
H -1.220 1.534 2.995
H 0.061 2.658 2.508
H 1.110 4.231 -1.786
H 1.818 5.030 -0.376
H 0.162 5.467 -0.836
H -3.503 3.884 1.235
H -3.082 5.606 1.516
H -2.922 4.404 2.781
C -0.109 -0.849 -4.795
O -1.342 -1.343 -5.331
P -1.620 -2.864 -5.489
O -1.428 -3.684 -4.305
O -0.678 -3.285 -6.699
C -1.004 -4.367 -7.545
O -3.085 -2.923 -6.074
C -3.561 -1.944 -7.008
H -0.300 0.144 -4.417
H 0.656 -0.842 -5.577
H 0.268 -1.528 -4.026
H -1.470 -3.994 -8.464
H -1.799 -4.993 -7.124
H -0.125 -4.960 -7.764
H -3.229 -0.944 -6.746
H -4.648 -1.973 -6.987
H -3.240 -2.216 -8.015
C 4.518 -2.712 5.101
C 5.547 -2.149 4.151
O 5.031 -1.081 3.364
C 5.054 0.120 3.926
C 4.432 1.180 3.074
O 5.547 0.363 5.000
H 4.995 -3.520 5.649
H 3.613 -3.037 4.581
H 4.113 -1.913 5.727
H 6.432 -1.792 4.685
H 5.983 -2.891 3.482
H 4.438 0.945 2.011
H 4.957 2.120 3.223
H 3.396 1.347 3.366
C 0.910 -1.827 2.395
C 0.405 -1.694 0.976
O 1.127 -0.674 0.285
C 0.656 -0.309 -0.903
C 1.390 0.859 -1.484
O -0.336 -0.753 -1.414
H 1.354 -2.805 2.570
H 0.049 -1.750 3.060
H 1.575 -1.039 2.733
H 0.379 -2.674 0.502
H -0.653 -1.410 1.007
H 1.489 1.545 -0.631
H 0.766 1.300 -2.249
H 2.420 0.775 -1.822
Cl -1.077 -3.784 4.790
C -0.492 -3.961 6.430
Cl 1.262 -3.801 6.603
H -0.974 -3.245 7.088
H -0.790 -4.934 6.807
Cl -2.698 -3.125 -0.953
C -3.300 -2.018 0.267
Cl -5.048 -1.730 0.202
H -3.022 -2.403 1.237
H -2.855 -1.051 0.062
Cl 1.429 -4.902 -4.064
C 0.597 -4.573 -2.556
Cl 1.726 -4.535 -1.173
H 0.112 -3.609 -2.608
H -0.151 -5.326 -2.351
*
```

Frontier orbital gap (eV): 10.509
Energy relative to the best compared isomer or geometry (same formula, charge and spin) (kJ/mol): 0.0
Largest force on an atom (Eh/bohr): 0.026
LUMO (eV): 0.4


Quick rundown of DFT total energy, same order as above: -45593.07785 -165728.88777 -159739.48773 -178041.69165 eV